{"formula": "C32H59NO44S10", "method": "ωB97M-V/def2-TZVPD", "symbols": ["S", "S", "S", "S", "S", "S", "S", "S", "S", "S", "O", "O", "O", "O", "O", "O", "O", "O", "O", "O", "O", "O", "O", "O", "O", "O", "O", "O", "O", "O", "O", "O", "O", "O", "O", "O", "O", "O", "O", "O", "O", "O", "O", "O", "O", "O", "O", "O", "O", "O", "O", "O", "O", "O", "N", "C", "C", "C", "C", "C", "C", "C", "C", "C", "C", "C", "C", "C", "C", "C", "C", "C", "C", "C", "C", "C", "C", "C", "C", "C", "C", "C", "C", "C", "C", "C", "C", "H", "H", "H", "H", "H", "H", "H", "H", "H", "H", "H", "H", "H", "H", "H", "H", "H", "H", "H", "H", "H", "H", "H", "H", "H", "H", "H", "H", "H", "H", "H", "H", "H", "H", "H", "H", "H", "H", "H", "H", "H", "H", "H", "H", "H", "H", "H", "H", "H", "H", "H", "H", "H", "H", "H", "H", "H", "H", "H"], "positions_angstrom": [[-4.69, -2.64, -8.90], [-6.79, -2.55, -5.55], [-1.77, 4.57, 6.62], [-2.23, -6.70, 7.24], [10.15, 2.63, -8.91], [4.13, 3.89, -1.73], [-0.80, -1.11, 8.16], [-8.47, -4.60, -0.28], [3.24, -3.65, 5.59], [9.67, 5.63, -3.33], [-2.24, 5.41, 5.58], [-3.30, -5.74, 7.98], [9.79, 4.39, -4.35], [-8.92, -3.72, -1.30], [-8.22, -2.24, -6.22], [8.40, 6.25, -3.50], [-1.22, -2.46, 8.35], [10.97, 1.98, -9.87], [-2.44, 3.37, 7.00], [10.14, 5.20, -2.06], [-6.93, -4.97, -0.57], [-0.92, -6.25, 7.55], [-7.30, -3.64, -4.46], [-4.42, -2.78, -7.51], [2.56, -5.11, 5.46], [10.56, 3.81, -8.22], [3.73, -3.27, 4.30], [-6.36, -1.39, -4.85], [5.09, 4.42, -2.91], [3.37, 0.26, 1.78], [-2.57, -6.26, 5.72], [0.51, -0.67, 8.46], [-3.54, -3.42, -9.73], [-2.65, -8.05, 7.42], [-0.22, 4.21, 6.34], [-4.17, -2.19, 2.32], [-0.52, -0.67, 1.38], [3.89, 2.50, -1.92], [-9.16, -5.79, 0.07], [-1.55, 5.47, 7.94], [-1.14, -0.69, 6.64], [-8.23, -3.73, 1.06], [8.70, 2.92, -9.58], [-1.86, -0.15, 8.89], [5.17, 4.06, -0.51], [9.67, 1.54, -7.82], [-5.96, -3.22, -6.50], [-5.95, -2.96, -9.47], [10.79, 6.57, -4.00], [-2.39, -0.76, 2.79], [1.90, -2.81, 5.89], [4.06, -3.62, 6.75], [-4.30, -1.14, -9.36], [3.07, 4.82, -1.55], [-5.14, 0.19, -0.93], [-2.14, 1.73, 0.01], [10.62, 4.76, -5.46], [-6.08, -4.13, 0.22], [1.19, -5.04, 5.88], [-2.98, -2.53, -10.70], [-3.58, -1.19, 2.15], [0.31, 2.75, -0.25], [-3.81, -5.55, 5.70], [-5.15, 0.55, 0.53], [-6.87, -3.87, 1.49], [-3.82, 0.01, 1.16], [0.76, -3.62, 5.57], [-2.38, 0.03, 6.62], [2.52, -0.75, 2.36], [-8.73, -3.56, -4.36], [-0.18, 5.37, 8.37], [6.47, 4.38, -1.02], [-9.19, -3.17, -5.75], [-3.06, -1.16, -10.06], [1.67, 2.28, 0.46], [3.34, 0.21, 0.36], [-0.97, 2.61, 0.66], [8.24, 1.59, -7.71], [11.58, 5.80, -4.91], [6.21, 5.10, -2.33], [2.13, 0.96, -0.30], [-2.59, 0.54, 0.89], [-1.60, -0.37, 1.69], [0.61, 5.08, 7.10], [-3.86, -4.82, 7.03], [-2.43, 0.76, 7.94], [7.75, 1.97, -9.09], [-9.20, -4.03, -6.42], [-3.19, -0.71, 6.54], [-3.85, -4.86, 4.85], [2.50, 3.05, 0.33], [7.85, 0.63, -7.37], [1.22, 0.31, -0.47], [7.00, 3.44, -1.19], [-4.37, 0.71, -1.36], [-6.54, -2.97, 2.00], [2.05, -1.40, 1.58], [1.48, 2.08, 1.54], [7.07, 5.07, -3.00], [-4.79, -0.78, -0.92], [1.15, -5.24, 6.95], [11.14, 3.89, -5.86], [-4.62, -6.28, 5.62], [5.93, 6.14, -2.16], [-3.03, -0.36, -10.80], [6.75, 2.41, -9.07], [-2.26, -1.01, -9.33], [3.33, -0.85, -0.05], [1.66, -0.19, 2.84], [3.02, -1.34, 3.20], [-1.71, 1.33, -0.95], [1.57, 4.62, 7.31], [-10.18, -2.72, -5.74], [7.99, 2.36, -6.97], [-2.43, 0.70, 5.76], [9.98, 5.19, -6.24], [-5.91, -3.20, -0.34], [-3.24, -3.92, 7.02], [-8.97, -2.79, -3.63], [-3.60, -2.58, -11.60], [12.38, 5.32, -4.34], [-9.14, -4.52, -4.03], [0.44, 3.84, -0.52], [-0.11, 4.53, 9.07], [7.75, 1.11, -9.76], [-0.66, 2.13, 1.63], [-3.00, 2.42, -0.20], [-5.20, 1.66, 0.66], [7.02, 4.99, -0.31], [-5.13, -4.61, 0.42], [0.77, 6.00, 6.52], [12.01, 6.43, -5.68], [-0.10, -3.31, 6.15], [-4.87, -4.56, 7.32], [4.30, 0.66, -0.02], [0.22, 2.22, -1.25], [0.60, -5.77, 5.34], [-6.00, 0.02, 1.04], [0.55, -3.49, 4.50], [-1.96, -2.82, -10.94], [2.48, 1.29, -1.35], [0.13, 6.28, 8.86], [-3.44, 1.03, 8.23], [-6.81, -4.72, 2.17], [-1.81, 1.65, 7.91], [-1.36, 3.65, 0.82]], "lowdin_charge": [0.653, 0.662, 0.636, 0.630, 0.631, 0.620, 0.613, 0.627, 0.631, 0.632, -0.206, -0.178, -0.184, -0.221, -0.184, -0.239, -0.230, -0.204, -0.236, -0.209, -0.181, -0.216, -0.187, -0.248, -0.182, -0.235, -0.239, -0.218, -0.181, -0.204, -0.192, -0.202, -0.188, -0.208, -0.182, 0.177, 0.201, -0.235, -0.212, -0.182, -0.194, -0.184, -0.183, -0.182, -0.185, -0.187, -0.265, -0.209, -0.179, 0.084, -0.189, -0.214, -0.186, -0.219, 0.007, -0.105, -0.177, -0.169, -0.175, -0.179, -0.356, -0.187, -0.167, -0.179, -0.174, -0.044, -0.165, -0.164, -0.100, -0.189, -0.163, -0.156, -0.167, -0.176, -0.164, -0.237, -0.157, -0.164, -0.153, -0.175, -0.190, -0.050, -0.381, -0.162, -0.165, -0.176, -0.164, 0.133, 0.129, 0.132, 0.094, 0.139, 0.102, 0.137, 0.060, 0.112, 0.088, 0.100, 0.082, 0.066, 0.120, 0.125, 0.134, 0.141, 0.133, 0.138, 0.132, 0.124, 0.080, 0.076, 0.125, 0.140, 0.134, 0.133, 0.132, 0.125, 0.127, 0.118, 0.118, 0.132, 0.136, 0.134, 0.103, 0.135, 0.135, 0.101, 0.113, 0.119, 0.141, 0.138, 0.136, 0.141, 0.109, 0.137, 0.117, 0.105, 0.130, 0.114, 0.136, 0.133, 0.093, 0.138, 0.141, 0.134, 0.095, 0.111], "gap_ev": 8.4}